a | {
  "formula": "C5H8N2O2",
  "method": "ωB97M-V/def2-TZVPD",
  "homo_ev": -9.887,
  "molar_mass_g_mol": 128.13,
  "lumo_ha": 0.000,
  "smiles": "CC1=C[C@](C)(O)N=[N+]1[O-]",
  "homo_lumo_gap_ev": 9.87,
  "symbols": ["C", "C", "C", "C", "C", "O", "N", "N", "O", "H", "H", "H", "H", "H", "H", "H", "H"],
  "coordinates": [[2.183, 1.357, 0.346], [1.020, 0.473, 0.389], [-0.275, 0.621, 0.323], [-1.072, -0.662, 0.084], [-1.822, -0.547, -1.257], [-2.247, -0.627, 1.097], [0.319, -1.691, -0.130], [1.274, -0.960, 0.099], [2.460, -1.280, -0.104], [2.482, 1.526, 1.417], [3.036, 0.751, -0.028], [1.870, 2.391, -0.052], [-0.864, 1.430, 0.783], [-1.222, -0.168, -2.193], [-2.384, -1.360, -1.504], [-2.452, 0.199, -0.900], [-2.305, -1.451, 1.630]],
  "nbo_charge": [-0.698, 0.123, -0.235, 0.365, -0.630, -0.737, -0.183, 0.285, -0.466, 0.237, 0.291, 0.245, 0.240, 0.222, 0.222, 0.225, 0.493]
}

b | {
  "formula": "C5H8N2O2",
  "method": "ωB97M-V/def2-TZVPD",
  "homo_ev": -7.862,
  "molar_mass_g_mol": 128.13,
  "lumo_ha": 0.012,
  "smiles": "C=C(NN)C(=C)C(=O)O",
  "homo_lumo_gap_ev": 8.19,
  "symbols": ["C", "C", "N", "N", "C", "C", "C", "O", "O", "H", "H", "H", "H", "H", "H", "H", "H"],
  "coordinates": [[0.540, 0.633, -1.876], [-0.176, 0.129, -0.875], [-1.061, 0.998, -0.024], [-1.144, 2.389, -0.233], [0.104, -1.049, -0.085], [0.593, -2.201, -0.536], [0.182, -0.660, 1.418], [-0.712, -0.373, 2.188], [1.318, -1.183, 1.947], [0.326, 1.620, -2.245], [1.420, 0.123, -2.229], [-1.641, 0.631, 0.724], [-0.497, 2.892, 0.373], [-2.092, 2.686, -0.016], [0.757, -2.351, -1.591], [0.875, -2.976, 0.160], [1.207, -1.308, 2.901]],
  "nbo_charge": [-0.474, 0.136, -0.505, -0.660, -0.158, -0.300, 0.796, -0.602, -0.687, 0.226, 0.206, 0.402, 0.340, 0.354, 0.213, 0.214, 0.497]
}

List of relative energies, unit eV: a 2.523; b 0.000

a | {
  "formula": "C5H8N2O2",
  "method": "ωB97M-V/def2-TZVPD",
  "homo_ev": [-7.064, -7.002],
  "molar_mass_g_mol": 128.13,
  "lumo_ha": [0.008, 0.014],
  "homo_lumo_gap_ev": [7.27, 7.37],
  "symbols": ["C", "C", "C", "C", "C", "N", "N", "O", "O", "H", "H", "H", "H", "H", "H", "H", "H"],
  "coordinates": [[1.673, -0.384, -2.497], [0.947, -1.276, -1.652], [-0.029, 0.802, -1.584], [-1.084, -1.173, -0.355], [-0.199, 0.931, 3.055], [1.188, 0.819, -2.436], [-0.107, -0.556, -1.088], [-0.982, 1.515, 2.439], [0.289, 1.337, 4.210], [2.571, -0.673, -3.035], [0.969, -2.275, -1.728], [-1.048, 0.937, -2.103], [-1.775, -0.659, 0.277], [-1.148, -2.236, -0.229], [0.161, -0.028, 2.692], [0.140, 1.603, -0.930], [0.067, 2.200, 4.558]],
  "nbo_charge": [0.037, -0.185, -0.092, -0.275, 0.650, -0.462, -0.255, -0.574, -0.700, 0.205, 0.197, 0.220, 0.195, 0.187, 0.118, 0.230, 0.505]
}

b | {
  "formula": "C5H8N2O2",
  "method": "ωB97M-V/def2-TZVPD",
  "homo_ev": -8.666,
  "molar_mass_g_mol": 128.13,
  "lumo_ha": 0.021,
  "smiles": "C[C@@H](O)n1[nH]ccc1=O",
  "homo_lumo_gap_ev": 9.25,
  "symbols": ["C", "C", "O", "N", "N", "C", "C", "C", "O", "H", "H", "H", "H", "H", "H", "H", "H"],
  "coordinates": [[-1.648, 0.548, -0.860], [-0.718, 0.949, 0.327], [-1.293, 0.514, 1.532], [0.646, 0.358, 0.222], [0.892, -0.951, 0.579], [2.217, -1.149, 0.431], [2.821, -0.023, 0.076], [1.743, 1.032, -0.075], [1.774, 2.146, -0.618], [-0.892, 0.377, -1.698], [-2.100, -0.420, -0.481], [-2.417, 1.319, -1.174], [-0.451, 1.999, 0.313], [-0.774, 0.045, 2.170], [0.266, -1.588, 0.279], [2.725, -2.033, 0.710], [3.905, 0.259, -0.064]],
  "nbo_charge": [-0.652, 0.264, -0.742, -0.270, -0.400, -0.020, -0.364, 0.596, -0.659, 0.227, 0.219, 0.239, 0.208, 0.495, 0.389, 0.224, 0.243]
}

List of relative energies, unit eV: a 1.529; b 0.000

a | {
  "formula": "C3H5N3S2",
  "method": "ωB97M-V/def2-TZVPD",
  "homo_ev": -8.687,
  "molar_mass_g_mol": 147.23,
  "lumo_ha": -0.038,
  "smiles": "N/N=C\\C=N\\SC=S",
  "homo_lumo_gap_ev": 7.66,
  "symbols": ["N", "N", "C", "C", "N", "S", "C", "S", "H", "H", "H", "H", "H"],
  "coordinates": [[1.792, -1.456, 1.841], [1.519, -2.048, 0.654], [0.658, -1.531, -0.198], [0.249, -0.153, 0.247], [-0.971, 0.323, -0.269], [-1.278, 1.988, -0.056], [-2.052, 2.391, -1.622], [-2.905, 3.592, -2.325], [0.775, -1.271, 2.185], [2.320, -2.095, 2.300], [0.450, -2.042, -1.095], [1.167, 0.678, 0.672], [-1.724, 1.625, -2.334]],
  "nbo_charge": [-0.610, -0.186, -0.082, -0.008, -0.570, 0.486, -0.500, 0.059, 0.367, 0.376, 0.232, 0.232, 0.204]
}

b | {
  "formula": "C3H5N3S2",
  "method": "ωB97M-V/def2-TZVPD",
  "homo_ev": -8.250,
  "molar_mass_g_mol": 147.23,
  "lumo_ha": -0.017,
  "smiles": "[H]/N=C\\N=C\\N(S)C=S",
  "homo_lumo_gap_ev": 7.78,
  "symbols": ["H", "N", "C", "N", "C", "N", "S", "C", "S", "H", "H", "H", "H"],
  "coordinates": [[3.149, 0.708, -0.264], [3.296, -0.304, -0.130], [2.109, -0.757, -0.137], [0.981, 0.126, -0.092], [-0.120, -0.457, -0.097], [-1.298, 0.227, -0.143], [-2.872, -0.593, -0.232], [-1.443, 1.613, 0.045], [-0.129, 2.614, -0.128], [1.788, -1.828, 0.053], [-0.108, -1.598, 0.044], [-2.868, -1.518, 1.023], [-2.488, 1.767, 0.058]],
  "nbo_charge": [0.348, -0.586, 0.246, -0.483, 0.279, -0.550, 0.161, -0.104, 0.039, 0.133, 0.163, 0.150, 0.204]
}

List of relative energies, unit eV: a 1.777; b 0.000

a | {
  "formula": "C4H10NS",
  "method": "ωB97M-V/def2-TZVPD",
  "charge": -1,
  "homo_ev": -2.424,
  "molar_mass_g_mol": 104.20,
  "lumo_ha": 0.148,
  "smiles": "CCNCC[S-]",
  "homo_lumo_gap_ev": 6.45,
  "symbols": ["C", "C", "N", "C", "C", "S", "H", "H", "H", "H", "H", "H", "H", "H", "H", "H"],
  "coordinates": [[-0.922, 1.383, -1.032], [0.264, 1.428, -0.093], [0.245, 0.433, 1.002], [-0.414, -0.886, 0.791], [0.586, -2.004, 0.347], [2.292, -1.390, -0.268], [-0.772, 0.532, -1.687], [-0.942, 2.240, -1.656], [-1.941, 1.317, -0.566], [1.243, 1.515, -0.620], [0.246, 2.432, 0.407], [1.193, 0.137, 1.197], [-0.916, -1.111, 1.738], [-1.175, -0.766, -0.059], [0.782, -2.776, 1.098], [0.231, -2.482, -0.599]],
  "nbo_charge": [-0.628, -0.208, -0.678, -0.243, -0.541, -0.758, 0.208, 0.197, 0.194, 0.200, 0.147, 0.394, 0.173, 0.174, 0.181, 0.190]
}

b | {
  "formula": "C4H10NS",
  "method": "ωB97M-V/def2-TZVPD",
  "charge": -1,
  "homo_ev": -2.284,
  "molar_mass_g_mol": 104.20,
  "lumo_ha": 0.139,
  "smiles": "CN[C@@H](C)C[S-]",
  "homo_lumo_gap_ev": 6.06,
  "symbols": ["C", "N", "C", "C", "C", "S", "H", "H", "H", "H", "H", "H", "H", "H", "H", "H"],
  "coordinates": [[1.052, 1.746, -0.420], [0.797, 0.371, -0.802], [0.198, -0.532, 0.221], [-0.983, 0.229, 0.974], [-0.387, -1.735, -0.403], [-0.577, -3.112, 0.849], [0.192, 2.179, 0.107], [1.948, 1.801, 0.204], [1.210, 2.358, -1.313], [0.352, 0.268, -1.702], [0.968, -0.857, 0.946], [-1.556, -0.689, 1.228], [-1.510, 0.915, 0.299], [-0.797, 0.829, 1.852], [-1.242, -1.473, -1.041], [0.335, -2.297, -0.997]],
  "nbo_charge": [-0.402, -0.657, -0.064, -0.676, -0.547, -0.736, 0.162, 0.175, 0.180, 0.351, 0.200, 0.259, 0.176, 0.190, 0.170, 0.218]
}

List of relative energies, unit eV: a 0.074; b 0.000

a | {
  "formula": "C4H10NS",
  "method": "ωB97M-V/def2-TZVPD",
  "charge": -1,
  "homo_ev": -2.257,
  "molar_mass_g_mol": 104.20,
  "lumo_ha": 0.133,
  "smiles": "CCNCC[S-]",
  "homo_lumo_gap_ev": 5.86,
  "symbols": ["C", "C", "N", "C", "C", "S", "H", "H", "H", "H", "H", "H", "H", "H", "H", "H"],
  "coordinates": [[1.373, 1.855, -0.617], [0.201, 0.846, -0.490], [0.707, -0.480, -0.207], [-0.424, -1.475, -0.156], [-1.417, -1.219, 1.006], [-2.380, -2.663, 1.487], [1.484, 2.277, -1.625], [1.284, 2.731, 0.063], [2.366, 1.487, -0.371], [-0.312, 0.959, -1.448], [-0.368, 1.291, 0.341], [1.171, -0.484, 0.693], [0.104, -2.423, -0.027], [-0.885, -1.411, -1.135], [-2.113, -0.431, 0.636], [-0.792, -0.860, 1.849]],
  "nbo_charge": [-0.613, -0.229, -0.639, -0.221, -0.559, -0.708, 0.191, 0.186, 0.203, 0.186, 0.166, 0.341, 0.190, 0.173, 0.174, 0.160]
}

b | {
  "formula": "C4H10NS",
  "method": "ωB97M-V/def2-TZVPD",
  "charge": -1,
  "homo_ev": -2.180,
  "molar_mass_g_mol": 104.20,
  "lumo_ha": 0.136,
  "smiles": "CN[C@@H](C)C[S-]",
  "homo_lumo_gap_ev": 5.87,
  "symbols": ["C", "N", "C", "C", "C", "S", "H", "H", "H", "H", "H", "H", "H", "H", "H", "H"],
  "coordinates": [[-0.955, -1.901, 0.459], [-0.982, -0.369, 0.660], [0.362, 0.304, 0.237], [0.634, 0.070, -1.190], [0.429, 1.690, 0.716], [1.562, 2.996, 0.101], [-1.889, -2.269, 0.880], [-0.873, -2.004, -0.636], [0.022, -2.417, 0.653], [-1.668, -0.048, -0.025], [1.139, -0.416, 0.755], [1.285, -0.764, -1.241], [1.180, 0.992, -1.744], [-0.289, 0.202, -1.865], [-0.517, 2.130, 0.392], [0.562, 1.804, 1.846]],
  "nbo_charge": [-0.452, -0.626, -0.072, -0.682, -0.548, -0.723, 0.196, 0.175, 0.197, 0.329, 0.153, 0.205, 0.265, 0.193, 0.185, 0.206]
}

List of relative energies, unit eV: a 0.000; b 1.339

a | {
  "formula": "C2H5FN2",
  "method": "ωB97M-V/def2-TZVPD",
  "homo_ev": -9.845,
  "molar_mass_g_mol": 76.07,
  "lumo_ha": 0.035,
  "smiles": "[H]/N=C(/N)CF",
  "homo_lumo_gap_ev": 10.79,
  "symbols": ["H", "N", "C", "N", "C", "F", "H", "H", "H", "H"],
  "coordinates": [[-0.165, -0.177, -2.219], [0.398, -0.749, -1.553], [0.179, -0.457, -0.371], [0.747, -0.801, 0.804], [-0.411, 0.981, 0.183], [-1.242, 0.764, 1.291], [1.083, -1.858, 0.681], [-0.107, -0.772, 1.456], [0.539, 1.515, 0.425], [-1.021, 1.554, -0.696]],
  "nbo_charge": [0.356, -0.683, 0.416, -0.814, -0.042, -0.371, 0.375, 0.402, 0.195, 0.164]
}

b | {
  "formula": "C2H5FN2",
  "method": "ωB97M-V/def2-TZVPD",
  "homo_ev": -9.366,
  "molar_mass_g_mol": 76.07,
  "lumo_ha": 0.037,
  "smiles": "N/N=C/CF",
  "homo_lumo_gap_ev": 10.37,
  "symbols": ["N", "N", "C", "C", "F", "H", "H", "H", "H", "H"],
  "coordinates": [[2.287, -0.072, -0.027], [0.917, -0.284, 0.319], [0.058, 0.552, -0.162], [-1.347, 0.510, 0.260], [-1.857, -0.703, -0.253], [2.381, 0.235, -0.956], [2.846, -0.871, 0.255], [0.247, 1.320, -0.954], [-1.964, 1.336, -0.087], [-1.492, 0.420, 1.386]],
  "nbo_charge": [-0.647, -0.189, -0.029, 0.002, -0.372, 0.349, 0.374, 0.153, 0.176, 0.182]
}

List of relative energies, unit eV: a 0.000; b 0.131